Here is a molecular structure, C51H78CaFGeN3P2SSeSi from the Open Molecules 2025 dataset. Energies are from ωB97M-V with the def2-TZVPD basis set.

Element x y z (Å)
Ca1 0.5418 0.9855 0.0247
C1 3.3827 0.7514 -3.5743
Si1 2.3036 -0.2272 -2.4474
C2 3.2333 -1.6292 -1.5975
C3 4.5038 -1.9053 -2.1199
C4 5.3407 -2.8600 -1.5571
C5 4.9093 -3.5571 -0.4418
C6 3.6519 -3.3040 0.0926
C7 2.7887 -2.3622 -0.4642
P1 1.1307 -2.0153 0.3073
C8 1.3079 -2.6438 2.0591
C9 1.2094 -4.1421 2.4078
C10 -0.1785 -4.5927 2.8678
C11 -0.6908 -3.7233 4.0179
C12 -0.7944 -2.2672 3.5741
C13 0.5542 -1.7471 3.0826
C14 0.0077 -3.0990 -0.7045
C15 0.3949 -4.5699 -0.9079
C16 -0.4252 -5.1600 -2.0692
C17 -1.8956 -4.6785 -2.0479
C18 -2.3037 -4.1995 -0.6545
C19 -1.4645 -2.9779 -0.2372
C20 0.8726 -0.9087 -3.4115
C21 1.4554 -1.8934 -4.2195
C22 0.7056 -2.6464 -5.1084
C23 -0.6599 -2.4107 -5.1635
C24 -1.2319 -1.4207 -4.3715
C25 -0.5060 -0.6009 -3.4841
P2 -1.4352 0.4296 -1.9921
C26 -3.0773 0.6915 -2.9037
C27 -3.1141 1.1194 -4.3991
C28 -4.3573 0.5823 -5.1235
C29 -5.6187 0.7514 -4.2730
C30 -5.5038 0.0133 -2.9112
C31 -4.0712 -0.4637 -2.6463
C32 -2.5440 1.2386 -0.2246
C33 -2.0090 0.7467 1.1368
C34 -2.6392 1.4646 2.3529
C35 -4.1044 1.7961 2.0637
C36 -4.2354 2.7673 0.8606
C37 -2.9895 2.6927 -0.0460
H1 3.6792 0.1482 -4.4452
H2 4.2828 1.1086 -3.0609
H3 2.8232 1.6181 -3.9475
H4 4.8589 -1.3477 -2.9854
H5 6.3206 -3.0465 -1.9805
H6 5.5482 -4.2997 0.0228
H7 3.3569 -3.8655 0.9711
H8 2.3491 -2.3694 2.1982
H9 1.9068 -4.3297 3.2343
H10 1.5460 -4.7584 1.5785
H11 -0.1288 -5.6405 3.1688
H12 -0.8883 -4.5333 2.0395
H13 0.0084 -3.7951 4.8623
H14 -1.6588 -4.0823 4.3717
H15 -1.1334 -1.6377 4.3994
H16 -1.5508 -2.1808 2.7901
H17 1.2025 -1.6368 3.9620
H18 0.4331 -0.7424 2.6751
H19 0.0780 -2.6264 -1.6849
H20 0.1847 -5.1429 -0.0041
H21 1.4617 -4.6708 -1.1167
H22 -0.3830 -6.2508 -2.0127
H23 0.0358 -4.8716 -3.0163
H24 -2.5598 -5.4758 -2.3891
H25 -2.0192 -3.8445 -2.7441
H26 -2.1784 -5.0198 0.0631
H27 -3.3626 -3.9323 -0.6379
H28 -1.5191 -2.8549 0.8442
H29 -1.8863 -2.0746 -0.6744
H30 2.5283 -2.0992 -4.1434
H31 1.1735 -3.4087 -5.7204
H32 -1.2897 -3.0027 -5.8229
H33 -2.3041 -1.2880 -4.4553
H34 -3.4731 1.5399 -2.3484
H35 -2.2224 0.8178 -4.9411
H36 -3.1395 2.2067 -4.4403
H37 -4.2290 -0.4752 -5.3834
H38 -4.4756 1.1154 -6.0689
H39 -6.4866 0.3878 -4.8261
H40 -5.7831 1.8206 -4.1088
H41 -6.1872 -0.8388 -2.8796
H42 -5.8012 0.6843 -2.0986
H43 -3.8541 -1.3245 -3.2846
H44 -3.9885 -0.8331 -1.6244
H45 -3.4675 0.6705 -0.3730
H46 -0.9403 0.9074 1.2247
H47 -2.1577 -0.3357 1.2279
H48 -2.0965 2.3918 2.5584
H49 -2.5518 0.8496 3.2510
H50 -4.5743 2.2192 2.9537
H51 -4.6335 0.8616 1.8492
H52 -4.3922 3.7935 1.2169
H53 -5.1206 2.4999 0.2752
H54 -2.1926 3.2534 0.4329
H55 -3.1840 3.1951 -1.0027
C38 0.9306 5.3063 3.5874
N1 0.3129 5.2370 2.2667
C39 -0.6829 6.1015 1.8297
C40 -0.9898 5.7428 0.5800
N2 -0.1758 4.6596 0.2455
C41 0.6299 4.3398 1.2925
S1 1.7876 3.0977 1.4708
C42 -0.2728 4.0284 -1.0677
C43 -0.5934 4.8418 -2.1099
C44 -0.7772 4.1852 -3.3904
C45 -0.6808 2.8569 -3.5195
C46 -0.3381 1.9816 -2.3484
N3 -0.1032 2.7129 -1.0916
H56 1.3178 6.3083 3.7602
H57 1.7424 4.5895 3.6286
H58 0.2015 5.0604 4.3608
H59 -1.0855 6.8825 2.4566
H60 -1.7409 6.1063 -0.0997
H61 -0.6609 5.9131 -2.0057
H62 -0.9820 4.7937 -4.2656
H63 -0.7590 2.3748 -4.4865
H64 0.5930 1.4602 -2.6396
F1 2.2818 0.8104 -1.1144
C47 1.6634 1.6746 4.9951
Ge1 3.6088 1.7198 4.9979
C48 4.2934 1.4400 6.8067
C49 4.3008 3.3794 4.2515
C50 4.2582 0.1636 3.9924
Se1 3.6398 -0.0598 2.1534
C51 4.8827 1.1375 1.2572
H65 1.2567 2.4879 5.6049
H66 1.3082 0.7239 5.4056
H67 1.2973 1.7841 3.9724
H68 4.0392 2.2686 7.4762
H69 5.3819 1.3334 6.7844
H70 3.8639 0.5199 7.2162
H71 3.9987 4.2308 4.8724
H72 3.9081 3.5268 3.2416
H73 5.3955 3.3524 4.2151
H74 3.9074 -0.7311 4.5106
H75 5.3476 0.1180 3.9791
H76 4.8722 2.1144 1.7326
H77 4.5318 1.2344 0.2311
H78 5.8802 0.7125 1.2683

* orbital gap: 5.735 eV

Atomic partial charges in e from the Mulliken method, atoms 1 to 2:
1. Ca 1.082
2. C -1.522

Here is 11 unconnected molecules or ions with the total composition C51H81BrClNO26PSi from the Open Molecules 2025 dataset. Energies are from ωB97M-V with the def2-TZVPD basis set.

Element x y z (Å)
C1 -0.0122 -2.8739 1.3213
O1 0.9281 -1.7780 1.5987
C2 0.8345 -0.7132 0.5443
C3 0.3124 0.7464 1.1955
C4 -1.0220 1.1050 0.2967
C5 -1.9113 2.3706 0.8163
O2 -2.8071 2.0440 1.9572
Si1 -4.3966 1.5303 1.4178
C6 -4.4242 0.5063 -0.2144
C7 -5.0921 0.3224 2.8027
C8 -5.6982 2.9419 1.2411
C9 -0.0658 0.2767 2.7559
O3 0.7365 0.4487 3.8085
O4 -1.3700 -0.4095 3.0410
N1 1.4634 1.6727 1.0726
C10 1.7881 2.0838 -0.3530
C11 3.4501 2.0374 -0.4860
O5 4.0577 2.8327 -1.3829
Br1 4.4961 0.7614 0.6619
P1 1.4477 3.1787 1.9677
O6 0.1768 3.3799 3.1271
Cl1 3.2121 3.0203 3.2304
H1 -0.0563 -3.5312 2.3163
H2 -1.0969 -2.4917 1.1030
H3 0.4144 -3.6071 0.4935
H4 0.0475 -1.1382 -0.2443
H5 1.9077 -0.6475 0.0875
H6 -1.7250 0.1433 0.3843
H7 -0.8213 1.2403 -0.8478
H8 -1.2917 3.3740 0.9879
H9 -2.6536 2.6482 -0.0781
H10 -3.5498 0.8386 -0.9522
H11 -4.3695 -0.6350 0.0503
H12 -5.4266 0.7317 -0.7912
H13 -5.6104 0.9617 3.6333
H14 -5.8650 -0.4445 2.3129
H15 -4.1611 -0.3051 3.1911
H16 -6.7425 2.4091 1.0422
H17 -5.8527 3.5912 2.2092
H18 -5.5102 3.6090 0.2702
H19 1.3244 1.4088 -1.1841
H20 1.4306 3.1972 -0.5936
H21 0.5814 3.3098 4.0600
O7 -1.0614 -4.0412 -1.7927
C12 -0.5081 -5.0861 -2.0931
O8 -0.5603 -5.6561 -3.3327
C13 0.1036 -6.9184 -3.2960
C14 1.0328 -6.8449 -2.1128
C15 0.2822 -5.9509 -1.1584
H22 -0.6492 -7.7060 -3.1851
H23 0.6469 -7.0767 -4.2322
H24 1.2758 -7.8253 -1.6946
H25 1.9717 -6.3608 -2.4079
H26 -0.4073 -6.5178 -0.5268
H27 0.9636 -5.3528 -0.5490
O9 1.7635 6.0400 5.8724
C16 1.8199 4.9573 6.4316
O10 1.2967 3.8018 5.9265
C17 1.4474 2.7594 6.8891
C18 2.5725 3.2056 7.7857
C19 2.4243 4.7061 7.7799
H28 0.5031 2.6461 7.4320
H29 1.6791 1.8189 6.3809
H30 2.5269 2.7653 8.7853
H31 3.5352 2.9300 7.3381
H32 1.7304 5.0494 8.5522
H33 3.3911 5.2051 7.8778
O11 2.0796 -5.3565 -4.3698
C20 2.3787 -4.2003 -4.6186
O12 2.6448 -3.7264 -5.8711
C21 3.0636 -2.3656 -5.7778
C22 2.5193 -1.8712 -4.4632
C23 2.5531 -3.1104 -3.6048
H34 4.1576 -2.3336 -5.8132
H35 2.6648 -1.7983 -6.6238
H36 3.0893 -1.0358 -4.0482
H37 1.4810 -1.5419 -4.5918
H38 3.5194 -3.2353 -3.1083
H39 1.7393 -3.1158 -2.8760
O13 -7.2643 0.7502 4.3505
C24 -7.6951 1.7872 4.8272
O14 -6.9336 2.8909 5.0843
C25 -7.7371 3.8724 5.7376
C26 -9.1584 3.5257 5.3790
C27 -9.1112 2.0236 5.2570
H40 -7.5539 3.8127 6.8156
H41 -7.4593 4.8702 5.3856
H42 -9.8866 3.8826 6.1121
H43 -9.4135 3.9652 4.4070
H44 -9.2797 1.5317 6.2190
H45 -9.8170 1.6597 4.5067
O15 2.9151 0.5843 -6.6025
C28 3.4361 1.5424 -6.0559
O16 4.0105 1.5040 -4.8179
C29 4.4188 2.8207 -4.4500
C30 4.5566 3.5717 -5.7484
C31 3.5006 2.9320 -6.6137
H46 3.6532 3.2545 -3.7981
H47 5.3650 2.7741 -3.9031
H48 4.4345 4.6523 -5.6357
H49 5.5474 3.3864 -6.1808
H50 2.5263 3.4127 -6.4891
H51 3.7960 2.9214 -7.6654
O17 -7.3407 -0.8855 -0.0264
C32 -7.5588 -2.0125 0.3865
O18 -6.8290 -3.1136 0.0412
C33 -7.4277 -4.2724 0.6194
C34 -8.2436 -3.7624 1.7784
C35 -8.6813 -2.4011 1.3004
H52 -8.0457 -4.7623 -0.1404
H53 -6.6478 -4.9674 0.9440
H54 -9.0747 -4.4215 2.0428
H55 -7.6040 -3.6529 2.6626
H56 -9.6098 -2.4510 0.7248
H57 -8.7767 -1.6963 2.1296
O19 11.7161 -0.4124 0.8618
C36 10.4994 -0.3906 0.7749
O20 9.7005 -1.4932 0.8761
C37 8.3487 -1.1173 0.6172
C38 8.2887 0.3633 0.8876
C39 9.6697 0.8264 0.4980
H58 8.1121 -1.3596 -0.4242
H59 7.6776 -1.6794 1.2731
H60 7.4875 0.8685 0.3418
H61 8.1312 0.5387 1.9588
H62 9.7328 1.0673 -0.5668
H63 9.9957 1.6728 1.1070
O21 6.9088 -2.1688 -2.7272
C40 7.1006 -2.9675 -3.6292
O22 7.4352 -2.6203 -4.9066
C41 7.4731 -3.7945 -5.7163
C42 7.6772 -4.9350 -4.7538
C43 6.9608 -4.4554 -3.5167
H64 6.5262 -3.8742 -6.2605
H65 8.2915 -3.7184 -6.4382
H66 7.3042 -5.8902 -5.1328
H67 8.7462 -5.0510 -4.5373
H68 5.8992 -4.7170 -3.5341
H69 7.4372 -4.8286 -2.6072
O23 7.5915 3.8740 0.3426
C44 7.1608 4.9110 0.8193
O24 7.9223 6.0148 1.0764
C45 7.1187 6.9963 1.7297
C46 5.6974 6.6496 1.3711
C47 5.7446 5.1475 1.2491
H70 7.3019 6.9365 2.8077
H71 7.3966 7.9940 1.3777
H72 4.9692 7.0064 2.1042
H73 5.4423 7.0891 0.3991
H74 5.5761 4.6556 2.2111
H75 5.0389 4.7836 0.4988
O25 -12.7096 -3.5911 -1.0835
C48 -11.8266 -3.0347 -1.7151
O26 -10.5226 -2.9637 -1.3165
C49 -9.7955 -2.1502 -2.2359
C50 -10.5990 -2.1742 -3.5098
C51 -12.0147 -2.2954 -3.0052
H76 -9.7094 -1.1418 -1.8177
H77 -8.7921 -2.5617 -2.3787
H78 -10.4328 -1.2967 -4.1402
H79 -10.3403 -3.0651 -4.0949
H80 -12.4571 -1.3176 -2.7955
H81 -12.6402 -2.8635 -3.6976

* total charge: -1
* ΔE to the lowest compared entry with this formula, charge and spin: 677.0 kJ/mol
* orbital gap: 6.155 eV

Atomic partial charges in e from the Mulliken method, atoms 1 to 2:
1. C -0.110
2. O -0.381

| no. | E_LUMO (eV) |
| --- | --- |
| 1 | 0.37 |
| 2 | 1.93 |